Record 1
68
Properties=species:S:1:pos:R:3:forces:R:3:lowdin_charge:R:1 method="wB97M-V/def2-TZVPD" gap_ev="5.64 / 4.31" charge=+1 homo_ha="-0.3491 / -0.3426"
Ni -0.349 -0.653 0.029 1.0 0.3 0.1 0.37
C 1.372 1.860 1.926 -0.1 -0.2 0.2 -0.30
P -0.384 1.748 2.555 0.3 0.3 -0.3 1.10
C -1.307 2.910 1.451 0.0 -0.3 0.1 -0.37
C -1.589 4.144 2.038 0.0 -0.1 0.1 -0.11
C -2.222 5.151 1.323 0.0 0.0 0.1 -0.07
C -2.606 4.928 0.013 0.0 0.0 -0.1 -0.07
C -2.354 3.699 -0.580 0.0 0.0 -0.1 -0.07
C -1.706 2.700 0.125 0.1 0.1 0.3 -0.10
C -0.828 0.049 2.007 0.0 0.6 -0.1 -0.43
C 0.101 -1.002 2.177 0.1 -0.1 0.1 -0.12
C -0.253 -2.328 1.923 0.1 0.0 0.0 -0.06
C -1.529 -2.632 1.462 0.6 -0.1 -0.3 -0.05
C -2.453 -1.606 1.263 -0.2 0.7 -0.3 -0.06
C -2.118 -0.284 1.548 -0.3 0.0 0.0 -0.10
C 1.693 1.613 0.496 0.9 1.2 0.3 -0.39
C 2.813 2.161 -0.192 -1.4 0.0 1.7 -0.07
C 2.830 1.589 -1.439 -1.0 -1.4 -1.0 -0.06
C 1.714 0.719 -1.489 1.3 0.1 -0.7 -0.40
C 1.199 -0.095 -2.619 -0.6 0.3 0.0 -0.24
P 0.219 -1.520 -1.958 1.0 0.7 -0.7 1.09
C 1.354 -2.936 -1.889 -0.1 -0.1 0.3 -0.36
C 2.727 -2.826 -2.086 0.0 0.1 0.0 -0.10
C 3.534 -3.956 -2.011 0.0 0.0 -0.1 -0.08
C 2.976 -5.196 -1.733 0.0 0.0 0.0 -0.08
C 1.607 -5.307 -1.518 -0.1 0.0 0.0 -0.07
C 0.801 -4.182 -1.594 0.0 -0.1 0.0 -0.10
C -0.907 -1.943 -3.311 -0.3 -0.1 0.4 -0.36
C -2.260 -1.654 -3.162 0.0 0.0 0.0 -0.10
C -3.148 -1.921 -4.193 -0.1 0.0 0.0 -0.07
C -2.686 -2.481 -5.374 0.0 0.0 0.0 -0.06
C -1.336 -2.778 -5.526 0.0 0.0 0.0 -0.06
C -0.446 -2.514 -4.497 0.1 0.0 0.1 -0.07
N 1.040 0.752 -0.315 -1.1 -1.3 -0.3 0.02
H 1.989 1.195 2.538 -0.1 -0.1 0.3 0.06
H 1.705 2.866 2.193 -0.1 0.0 0.0 0.09
H -1.317 4.312 3.074 0.0 0.0 0.0 0.10
H -2.423 6.104 1.795 0.0 0.0 0.0 0.11
H -3.108 5.709 -0.545 0.0 0.0 0.0 0.11
H -2.665 3.519 -1.603 0.0 0.0 0.0 0.11
H -1.508 1.761 -0.363 0.1 -0.2 -0.1 0.07
H 1.116 -0.791 2.483 0.0 0.0 0.0 0.08
H 0.493 -3.105 2.040 0.0 0.0 0.0 0.11
H -1.799 -3.654 1.233 0.0 0.0 0.0 0.12
H -3.443 -1.834 0.891 0.0 0.0 0.0 0.12
H -2.854 0.495 1.401 0.0 0.0 0.0 0.12
H 3.516 2.861 0.231 -0.1 0.0 0.0 0.11
H 3.526 1.765 -2.245 -0.1 0.0 0.0 0.11
H 1.977 -0.370 -3.330 0.0 -0.2 0.0 0.10
H 0.463 0.496 -3.177 -0.1 -0.1 -0.2 0.10
H 3.186 -1.865 -2.273 0.0 0.0 0.0 0.10
H 4.601 -3.861 -2.169 0.0 0.0 0.0 0.12
H 3.605 -6.076 -1.687 0.0 0.0 0.0 0.11
H 1.168 -6.273 -1.302 0.0 0.0 0.0 0.11
H -0.269 -4.275 -1.438 0.0 0.0 0.0 0.11
H -2.615 -1.219 -2.234 0.0 0.0 0.0 0.09
H -4.200 -1.696 -4.072 0.0 0.0 0.0 0.11
H -3.378 -2.692 -6.178 0.0 0.0 0.0 0.11
H -0.980 -3.220 -6.447 0.0 0.0 0.0 0.11
H 0.603 -2.762 -4.612 0.0 0.0 0.0 0.12
N 3.333 -3.658 1.315 -0.1 -0.3 0.3 0.10
C 3.579 -2.449 1.842 0.1 0.4 -0.3 -0.96
N 3.867 -2.396 3.158 0.0 -0.3 0.2 0.09
S 3.488 -1.059 0.916 0.0 0.0 0.1 0.71
H 3.456 -4.507 1.842 0.0 0.0 0.0 0.11
H 3.155 -3.726 0.327 0.0 0.0 0.0 0.04
H 4.083 -3.230 3.681 0.0 0.0 0.0 0.10
H 4.199 -1.522 3.522 0.0 0.1 0.0 0.09

Record 2
137
Properties=species:S:1:pos:R:3:forces:R:3:lowdin_charge:R:1 method="wB97M-V/def2-TZVPD" gap_ev=7.36 homo_ha=-0.3151
C 5.146 -2.392 -1.990 1.0 -0.4 -0.1 -0.15
C 5.239 -1.270 -3.128 -2.3 1.7 0.1 -0.70
I 6.965 -1.444 -4.484 -1.3 0.0 1.1 0.72
C 4.266 -0.230 -3.296 1.5 -3.2 1.7 -0.71
I 4.438 1.226 -4.901 -0.4 -0.8 1.3 0.79
C 3.065 -0.236 -2.255 -1.5 0.1 0.9 -0.13
C 3.056 0.848 -1.127 -2.5 -1.5 0.0 -0.16
N 4.135 1.861 -1.094 -2.3 -0.8 -0.8 0.06
C 1.904 0.882 -0.080 0.1 -2.6 -2.6 0.04
C 0.774 -0.184 -0.156 2.7 -0.1 -2.6 0.01
C 0.795 -1.249 -1.278 1.7 1.4 -0.5 -0.04
C 1.939 -1.285 -2.360 -0.4 2.2 2.5 0.02
C 1.838 -2.408 -3.513 0.8 -0.6 -0.4 -0.25
O 2.827 -2.977 -4.025 -3.3 2.0 1.6 0.04
C 0.326 -2.784 -3.938 -1.8 0.6 2.8 0.04
C -0.712 -2.750 -2.954 2.4 0.1 -1.0 0.03
C -0.339 -2.381 -1.431 0.4 0.0 1.1 -0.26
O -0.842 -2.938 -0.421 1.2 1.8 -3.3 0.02
H 4.663 -3.373 -2.363 0.6 1.8 0.3 0.09
H 4.612 -2.047 -1.044 0.5 -0.2 -1.5 0.08
H 6.213 -2.691 -1.664 -1.6 0.6 -0.6 0.07
H 3.765 2.710 -0.639 0.2 -0.7 0.0 0.09
H 4.301 2.145 -2.079 0.2 -0.4 0.8 0.03
H 1.921 1.699 0.726 -0.1 -1.5 -1.4 0.09
H -0.083 -0.200 0.591 1.4 0.1 -1.2 0.10
H 0.053 -3.045 -5.010 0.8 0.3 1.5 0.12
H -1.808 -2.978 -3.206 1.9 0.3 0.4 0.10
C -4.829 -3.411 -4.876 0.2 -0.3 0.0 -0.09
C -5.341 -2.792 -6.137 -0.6 0.1 -0.1 -0.31
O -4.945 -1.440 -6.018 0.6 -0.4 0.1 0.15
C -3.812 -1.458 -5.261 1.0 1.2 0.3 -0.53
O -3.046 -0.543 -5.173 -0.7 -0.8 0.0 0.17
O -3.652 -2.652 -4.622 0.0 0.7 -0.6 0.04
F -6.693 -2.842 -6.189 -0.1 0.0 -0.2 0.08
H -5.519 -3.297 -4.043 0.0 0.3 -0.5 0.12
H -4.596 -4.468 -4.996 0.2 0.2 0.0 0.14
H -4.919 -3.219 -7.052 -0.2 0.1 0.0 0.18
C 4.862 5.339 -7.731 -1.1 0.2 0.0 -0.07
C 5.936 5.023 -8.722 0.3 0.5 -0.5 -0.32
O 7.084 4.864 -7.913 -0.6 -0.4 0.3 0.14
C 6.623 4.420 -6.710 0.9 -0.6 1.3 -0.54
O 7.312 3.922 -5.869 -0.6 0.5 -0.7 0.16
O 5.278 4.606 -6.586 0.6 -0.2 -0.1 0.04
F 6.142 6.063 -9.564 0.1 -0.1 -0.2 0.08
H 4.816 6.403 -7.482 0.2 0.0 -0.2 0.15
H 3.876 5.016 -8.068 0.1 0.0 0.2 0.13
H 5.762 4.110 -9.298 0.1 0.1 -0.1 0.18
C 0.924 2.338 4.301 0.8 -0.5 0.6 -0.06
C -0.536 2.148 4.042 -0.5 0.0 0.3 -0.32
O -0.815 3.108 3.041 0.5 -0.4 -0.2 0.13
C 0.349 3.256 2.348 0.4 0.8 -1.3 -0.54
O 0.430 3.775 1.273 0.0 -0.4 0.9 0.16
O 1.409 2.733 3.025 -0.7 0.2 -0.4 0.06
F -1.270 2.448 5.142 -0.3 0.0 0.1 0.07
H 1.124 3.131 5.027 -0.3 0.0 0.0 0.15
H 1.410 1.422 4.639 0.0 0.1 -0.3 0.14
H -0.802 1.151 3.679 -0.1 0.1 0.1 0.17
C 7.549 2.399 0.519 0.4 -0.3 -0.9 -0.07
C 7.682 3.461 1.562 -0.2 0.6 -0.1 -0.33
O 6.716 3.090 2.524 0.4 -0.5 -0.1 0.14
C 6.616 1.733 2.434 -0.8 -1.2 0.8 -0.53
O 6.104 1.041 3.265 0.4 0.6 -0.7 0.16
O 7.178 1.262 1.286 -0.2 0.4 0.7 0.08
F 7.350 4.677 1.064 0.1 0.2 0.1 0.08
H 6.762 2.617 -0.209 0.0 0.1 0.2 0.13
H 8.482 2.223 -0.018 -0.1 -0.2 0.1 0.14
H 8.668 3.510 2.031 -0.1 0.2 0.0 0.18
C -3.589 -4.431 -0.848 0.9 0.6 0.3 -0.05
C -3.936 -5.871 -0.651 -0.1 -0.3 0.7 -0.31
O -5.181 -5.996 -1.312 0.3 0.4 -0.7 0.13
C -5.160 -5.065 -2.304 -0.9 0.0 -0.7 -0.51
O -5.921 -5.056 -3.233 0.2 -0.8 1.6 0.12
O -4.168 -4.151 -2.118 -0.7 -0.7 -0.3 0.07
F -4.115 -6.153 0.661 0.0 -0.2 0.0 0.09
H -4.040 -3.781 -0.092 -0.1 -0.2 0.0 0.16
H -2.511 -4.260 -0.859 -0.2 0.1 -0.2 0.11
H -3.217 -6.571 -1.085 -0.1 -0.1 0.1 0.18
C -4.941 3.552 4.444 0.4 -0.3 -0.9 -0.06
C -4.815 4.613 5.490 -0.2 0.7 -0.1 -0.32
O -5.782 4.237 6.450 0.5 -0.5 -0.2 0.12
C -5.876 2.879 6.357 -0.8 -1.3 0.9 -0.53
O -6.387 2.184 7.184 0.4 0.7 -0.7 0.17
O -5.309 2.413 5.209 -0.2 0.4 0.6 0.08
F -5.150 5.828 4.994 0.1 0.2 0.1 0.08
H -5.727 3.769 3.715 0.0 0.2 0.2 0.15
H -4.006 3.381 3.910 -0.1 -0.2 0.1 0.14
H -3.829 4.664 5.962 -0.1 0.2 0.0 0.18
C 1.696 6.847 -5.208 0.6 0.7 0.5 -0.06
C 0.868 5.620 -4.997 -0.7 -0.1 0.4 -0.32
O 0.376 5.337 -6.292 0.8 0.1 -0.1 0.15
C 1.319 5.813 -7.151 -0.1 -0.2 -1.5 -0.53
O 1.383 5.519 -8.309 0.1 0.3 1.0 0.17
O 2.188 6.659 -6.528 -0.4 -0.5 -0.2 0.06
F -0.183 5.877 -4.184 0.0 -0.1 0.1 0.08
H 1.106 7.767 -5.169 -0.2 -0.2 0.0 0.15
H 2.515 6.925 -4.491 0.1 0.0 -0.2 0.15
H 1.427 4.759 -4.620 -0.2 0.0 0.1 0.18
C 1.593 -4.162 3.263 0.0 -0.8 0.8 -0.06
C 2.333 -3.887 1.995 0.2 -0.5 -0.6 -0.31
O 1.741 -2.689 1.529 0.1 0.4 0.9 0.13
C 1.325 -2.034 2.645 -0.4 1.0 0.0 -0.51
O 1.023 -0.873 2.670 0.1 -0.8 0.3 0.13
O 1.300 -2.853 3.733 0.1 0.6 -0.6 0.08
F 2.110 -4.861 1.081 0.1 0.0 -0.1 0.08
H 0.658 -4.706 3.097 0.1 0.1 -0.2 0.15
H 2.195 -4.714 3.986 0.0 0.3 0.0 0.13
H 3.408 -3.738 2.125 -0.1 -0.1 -0.1 0.16
C -7.015 6.210 8.796 0.2 -1.0 -0.2 -0.07
C -6.592 7.316 9.709 0.5 0.4 -0.1 -0.32
O -7.427 8.389 9.325 -0.3 -0.6 0.2 0.14
C -8.571 7.810 8.859 -1.5 0.6 -0.5 -0.53
O -9.601 8.394 8.698 1.0 -0.5 0.1 0.17
O -8.397 6.482 8.607 0.0 0.7 0.3 0.08
F -5.304 7.669 9.482 0.1 0.1 0.2 0.07
H -6.504 6.242 7.830 0.1 0.2 0.2 0.13
H -6.866 5.224 9.238 -0.2 0.1 -0.1 0.15
H -6.736 7.101 10.772 0.2 0.1 0.0 0.18
C 5.400 -2.969 6.949 0.6 0.7 0.5 -0.06
C 4.562 -4.188 7.172 -0.7 0.0 0.5 -0.32
O 4.064 -4.476 5.881 0.7 0.0 -0.1 0.13
C 5.009 -4.013 5.016 0.4 0.0 -1.4 -0.52
O 5.066 -4.315 3.858 -0.2 0.3 0.9 0.16
O 5.885 -3.171 5.629 -0.5 -0.6 -0.3 0.09
F 3.516 -3.918 7.988 0.0 -0.2 0.1 0.08
H 4.817 -2.045 6.984 -0.1 -0.2 0.0 0.15
H 6.222 -2.892 7.663 0.0 0.0 -0.2 0.15
H 5.116 -5.051 7.554 -0.2 0.0 0.1 0.18
C -7.250 -8.596 -2.997 -0.6 0.8 -0.2 -0.07
C -5.961 -9.266 -3.354 0.5 0.2 0.2 -0.32
O -5.879 -10.326 -2.423 -0.5 0.1 -0.4 0.14
C -7.170 -10.653 -2.131 -0.8 -1.3 0.9 -0.53
O -7.500 -11.669 -1.594 0.3 0.9 -0.4 0.17
O -8.039 -9.683 -2.534 0.5 -0.5 0.1 0.08
F -4.910 -8.435 -3.155 0.3 0.0 -0.1 0.07
H -7.136 -7.862 -2.195 0.3 -0.1 -0.1 0.14
H -7.717 -8.109 -3.854 -0.1 -0.2 0.1 0.15
H -5.929 -9.667 -4.371 0.2 0.1 0.0 0.18

Record 3
7
Properties=species:S:1:pos:R:3:forces:R:3:lowdin_charge:R:1 method="wB97M-V/def2-TZVPD" gap_ev="4.57 / 4.27" s2=0.76 spin_multiplicity=2 homo_ha="-0.2110 / -0.1997"
C -1.812 -0.463 -0.103 0.6 0.4 -0.4 -0.34
C -2.572 -0.979 0.782 -1.4 -1.5 2.6 -0.28
O -3.107 -1.674 1.629 0.5 0.6 -1.5 -0.01
O 3.407 0.699 -0.424 0.3 -0.1 0.2 -0.04
O -1.189 0.626 -0.275 1.2 0.8 -1.2 -0.30
C 4.301 0.378 0.190 -0.3 0.1 -0.2 0.06
K 0.972 1.413 -1.800 -0.8 -0.3 0.5 0.91

For the records above, the corresponding E_tot values read -3952.57192 -6160.05237 -939.86339 hartree.